1.
A gas-phase ion, C8H17N2 (charge +1). Source: the Open Molecules 2025 dataset; level of theory: ωB97M-V with the def2-TZVPD basis set.

XYZ file:
```
27
Properties=species:S:1:pos:R:3:nbo_charge:R:1
C 0.530 -0.498 2.284 -0.74
C 0.476 -0.391 0.855 0.62
N -0.539 -0.445 -0.013 -0.21
C -0.921 -1.598 -0.822 -0.09
C -2.193 -1.172 -1.558 -0.64
C -1.265 -2.784 0.125 -0.61
N 0.967 0.164 -0.203 -0.17
C 1.293 1.530 -0.550 -0.07
C 2.655 1.830 0.025 -0.63
C 0.215 2.516 -0.059 -0.66
H 0.995 -1.461 2.715 0.32
H -0.545 -0.398 2.512 0.29
H 1.038 0.393 2.740 0.28
H -0.029 -1.877 -1.531 0.23
H -2.962 -0.689 -0.793 0.23
H -2.087 -0.209 -2.210 0.24
H -2.761 -2.038 -1.975 0.25
H -0.364 -2.816 0.825 0.20
H -1.481 -3.582 -0.541 0.25
H -2.193 -2.706 0.819 0.24
H 1.407 1.335 -1.603 0.24
H 2.785 2.565 0.861 0.25
H 3.077 0.880 0.314 0.22
H 3.302 2.131 -0.883 0.25
H -0.052 2.662 0.990 0.24
H -0.763 2.252 -0.541 0.23
H 0.418 3.521 -0.415 0.26
```

As for the spin multiplicity: 1. The LUMO energy is -4.74 eV. For the energy relative to the best compared isomer or geometry (same formula, charge and spin), the calculation gives 5.347 eV. For the HOMO-LUMO gap, the calculation gives 0.3655 hartree. The net charge is +1. The calculation puts the HOMO energy at -14.68 eV. Its SMILES is CC1=[N+](C(C)C)N1C(C)C.



2.
A molecular structure, C4H16LiO8S. Source: the Open Molecules 2025 dataset; level of theory: ωB97M-V with the def2-TZVPD basis set.

XYZ file:
```
30
Properties=species:S:1:pos:R:3:nbo_charge:R:1
Li -18.557 3.458 23.993 0.89
S -20.316 3.258 21.248 2.61
O -19.220 3.214 22.202 -1.21
O -20.146 4.371 20.264 -1.10
O -20.285 1.969 20.545 -1.09
O -21.564 3.479 21.995 -1.11
C -16.489 5.565 24.738 -0.24
O -17.771 5.443 23.991 -0.77
H -15.784 6.187 24.053 0.19
H -16.296 4.704 25.149 0.18
H -16.753 6.108 25.615 0.16
H -18.141 6.384 23.765 0.49
C -16.923 4.378 20.044 -0.25
O -16.682 3.827 21.405 -0.82
H -16.130 4.810 19.626 0.14
H -17.681 5.104 20.333 0.21
H -17.182 3.694 19.216 0.17
H -17.592 3.689 21.750 0.51
C -17.355 1.003 23.551 -0.26
O -16.890 2.302 23.937 -0.79
H -17.279 0.230 24.298 0.15
H -16.747 0.663 22.675 0.20
H -18.555 1.151 23.541 0.22
H -16.091 2.496 23.421 0.51
C -19.674 3.838 27.069 -0.15
O -19.728 3.539 25.788 -0.70
H -19.580 4.645 27.375 0.12
H -18.928 3.236 27.485 0.17
H -20.861 3.646 27.430 0.10
H -20.345 4.104 25.491 0.48
```

As for the spin multiplicity: 1. The LUMO energy is 1.98 eV. For the energy relative to the best compared isomer or geometry (same formula, charge and spin), the calculation gives 2.286 eV. For the HOMO-LUMO gap, the calculation gives 0.1833 hartree. The net charge is -1. The calculation puts the HOMO energy at -3.01 eV.